# C42H59BrCoN3O3P2SSi

C42H59BrCoN3O3P2SSi as an isolated structure (wB97M-V/def2-TZVPD, the Open Molecules 2025 dataset).

Values from the calculation:
highest occupied orbital energy (alpha / beta)	-0.1351 / -0.1346	hartree
expectation value of S²	0.886
E	-200092.59904	eV

ORCA input file:
```
! wB97M-V def2-TZVPD RIJCOSX def2/J DEFGRID3
* xyz -1 2
Co 0.54 -0.54 -0.23
C -2.26 -3.38 2.11
C -1.53 -2.82 1.05
N -1.06 -1.61 1.06
C -1.25 -0.85 2.17
C -1.95 -1.33 3.31
C -2.48 -2.64 3.23
C -2.06 -0.52 4.46
C -1.44 0.70 4.48
C -0.75 1.20 3.36
C -0.70 0.49 2.17
N -0.11 0.90 1.00
C -0.17 2.17 0.52
C -0.79 3.28 1.11
C -0.72 4.55 0.52
C -0.07 4.77 -0.67
C 0.44 3.67 -1.38
C 0.98 3.77 -2.69
C 1.30 2.63 -3.37
C 1.12 1.38 -2.74
N 0.70 1.25 -1.51
C 0.37 2.37 -0.82
H -2.65 -4.39 2.02
H -1.34 -3.40 0.16
H -3.05 -3.04 4.06
H -2.60 -0.88 5.32
H -1.47 1.29 5.38
H -0.22 2.14 3.43
H -1.37 3.14 2.01
H -1.18 5.39 1.03
H -0.01 5.77 -1.10
H 1.10 4.74 -3.14
H 1.69 2.67 -4.38
H 1.34 0.47 -3.27
C 2.07 -2.42 -3.16
P 0.72 -2.33 -1.91
C 0.65 -4.16 -1.66
C -0.71 -2.10 -3.10
C -2.04 -1.73 -2.42
P -1.86 -0.22 -1.36
C -2.33 1.09 -2.59
C -3.51 -0.27 -0.52
H 2.97 -2.76 -2.65
H 2.30 -1.43 -3.56
H 1.79 -3.10 -3.96
H 0.50 -4.66 -2.62
H -0.12 -4.48 -0.97
H 1.62 -4.47 -1.26
H -0.82 -3.01 -3.70
H -0.41 -1.29 -3.78
H -2.37 -2.55 -1.77
H -2.83 -1.56 -3.16
H -3.22 0.80 -3.17
H -1.50 1.29 -3.28
H -2.54 2.01 -2.04
H -4.32 -0.33 -1.24
H -3.62 0.64 0.07
H -3.56 -1.12 0.16
Br 3.93 -2.89 5.06
C 3.00 -2.24 3.52
C 2.93 -0.87 3.30
C 2.24 -0.41 2.19
C 1.63 -1.26 1.26
C 1.77 -2.63 1.52
C 2.43 -3.13 2.64
H 3.42 -0.17 3.97
H 2.21 0.67 2.02
H 1.34 -3.36 0.84
H 2.49 -4.20 2.82
C 6.68 -0.40 2.53
C 6.57 -0.22 1.02
C 6.27 -1.56 0.37
C 7.88 0.35 0.47
O 5.53 0.73 0.81
Si 4.58 1.08 -0.50
S 3.23 -0.39 -0.99
O 5.71 1.37 -1.70
C 5.62 1.81 -3.04
C 4.99 0.72 -3.91
C 4.81 3.10 -3.14
C 7.05 2.08 -3.50
O 3.78 2.47 -0.09
C 4.17 3.56 0.75
C 3.88 3.17 2.20
C 5.65 3.90 0.58
C 3.31 4.74 0.34
H 7.57 -0.98 2.79
H 5.80 -0.91 2.92
H 6.76 0.58 3.01
H 7.07 -2.27 0.58
H 6.16 -1.44 -0.72
H 5.32 -1.96 0.74
H 8.70 -0.36 0.63
H 8.13 1.29 0.98
H 7.78 0.54 -0.60
H 4.00 0.49 -3.53
H 5.59 -0.19 -3.86
H 4.93 1.06 -4.95
H 3.86 2.99 -2.60
H 4.59 3.33 -4.19
H 5.36 3.93 -2.71
H 7.60 1.14 -3.64
H 7.57 2.67 -2.73
H 7.05 2.64 -4.43
H 4.42 2.26 2.44
H 2.81 2.99 2.33
H 4.19 3.97 2.88
H 6.27 3.10 0.98
H 5.88 4.83 1.09
H 5.88 4.00 -0.48
H 2.25 4.48 0.37
H 3.55 5.05 -0.68
H 3.49 5.59 1.01
*
```

***

# C42H60BNO13

A 6-piece molecular cluster, C42H60BNO13 overall (wB97M-V/def2-TZVPD, the Open Molecules 2025 dataset).

Values from the calculation:
highest occupied orbital energy	-0.3083	hartree
E	-73286.96633	eV
structure (SMILES)	[H]/N=C(\C)Cc1c(COC(C)=O)cc(B(O)OCC)c2c1C(=O)c1c(CCCOC(C)=O)cccc1C2=O.CC(C)=O.CC(C)=O.CC(C)=O.CC(C)=O.CC(C)=O

ORCA input file:
```
! wB97M-V def2-TZVPD RIJCOSX def2/J DEFGRID3
* xyz 0 1
H -1.28 -3.73 2.78
N -1.22 -3.23 1.85
C -1.93 -2.04 1.90
C -2.70 -1.64 3.31
C -1.92 -1.07 0.54
C -0.30 -0.78 0.24
C 0.62 -1.79 -0.68
C 0.04 -3.14 -1.42
O 0.11 -2.95 -2.88
C -0.45 -1.63 -3.28
C 0.52 -0.37 -3.81
O -1.78 -1.35 -3.28
C 2.21 -1.43 -0.92
C 2.91 -0.08 -0.29
B 4.53 0.23 -0.58
O 4.85 1.68 -0.86
O 5.54 -0.85 -0.55
C 5.50 -1.62 0.70
C 4.78 -3.10 0.55
C 1.98 0.92 0.62
C 0.36 0.58 0.89
C -0.51 1.68 1.80
O -1.39 1.31 2.73
C -0.16 3.28 1.44
C -1.36 4.39 1.34
C -2.96 4.12 1.60
C -3.60 2.86 0.77
C -4.66 2.12 1.82
O -5.92 1.68 1.17
C -6.00 0.21 1.44
C -5.82 -0.75 0.08
O -6.24 -0.31 2.66
C -0.89 5.94 0.93
C 0.72 6.31 0.66
C 1.91 5.14 0.78
C 1.46 3.61 1.18
C 2.54 2.34 1.29
O 3.72 2.47 1.90
H -3.50 -2.50 3.55
H -3.33 -0.65 3.22
H -1.93 -1.49 4.18
H -2.47 -0.06 0.79
H -2.45 -1.58 -0.38
H -1.08 -3.35 -1.13
H 0.74 -4.07 -1.16
H -0.09 0.34 -4.54
H 0.88 0.29 -2.91
H 1.46 -0.78 -4.38
H 2.91 -2.14 -1.57
H 5.66 1.89 -0.28
H 6.62 -1.77 1.04
H 4.99 -0.96 1.53
H 4.58 -3.39 -0.59
H 5.40 -3.99 1.00
H 3.70 -3.07 1.05
H -3.09 3.94 2.76
H -3.59 5.10 1.35
H -4.25 3.27 -0.14
H -2.82 2.12 0.30
H -4.12 1.18 2.31
H -5.00 2.88 2.68
H -4.82 -0.41 -0.41
H -5.88 -1.89 0.33
H -6.72 -0.42 -0.63
H -1.68 6.81 0.84
H 1.03 7.41 0.35
H 3.05 5.42 0.59
C 3.75 -7.54 -1.39
C 2.82 -6.49 -1.94
C 1.53 -6.94 -2.55
O 3.12 -5.29 -1.88
H 4.64 -7.07 -0.99
H 3.25 -8.10 -0.59
H 4.05 -8.22 -2.20
H 0.93 -7.47 -1.80
H 1.73 -7.60 -3.40
H 0.96 -6.07 -2.90
C 0.86 -0.23 6.26
C 1.44 -0.62 4.93
C 2.12 0.46 4.12
O 1.37 -1.77 4.51
H 0.41 -1.11 6.73
H 1.65 0.14 6.92
H 0.08 0.53 6.12
H 2.96 0.87 4.69
H 1.40 1.25 3.89
H 2.49 0.04 3.19
C -7.33 4.26 -0.24
C -6.61 5.58 -0.14
C -7.45 6.83 -0.07
O -5.38 5.64 -0.13
H -6.60 3.45 -0.28
H -7.96 4.12 0.65
H -7.94 4.24 -1.14
H -8.08 6.80 0.82
H -8.06 6.92 -0.97
H -6.80 7.70 -0.01
C 5.21 -11.79 -3.71
C 3.79 -11.32 -3.60
C 2.95 -11.35 -4.85
O 3.33 -10.93 -2.53
H 5.70 -11.72 -2.73
H 5.23 -12.84 -4.04
H 5.76 -11.16 -4.42
H 2.87 -12.37 -5.22
H 3.39 -10.70 -5.61
H 1.94 -10.98 -4.62
C 1.15 9.45 -2.60
C 1.11 10.05 -1.22
C 1.60 11.46 -1.07
O 0.69 9.41 -0.26
H 0.76 8.43 -2.57
H 0.52 10.04 -3.28
H 2.18 9.42 -2.97
H 0.99 12.14 -1.67
H 2.65 11.53 -1.36
H 1.51 11.76 -0.02
*
```

***

# C42H60GeN5PtSbSi3

C42H60GeN5PtSbSi3 as an isolated structure (wB97M-V/def2-TZVPD, the Open Molecules 2025 dataset).

Values from the calculation:
highest occupied orbital energy (alpha / beta)	-0.3684 / -0.3710	hartree
expectation value of S²	0.763
E	-141909.28360	eV
energy above the lowest of the compared OMol25 structures with the same formula, charge and spin	0.000	eV

ORCA input file:
```
! wB97M-V def2-TZVPD RIJCOSX def2/J DEFGRID3
* xyz 1 2
Pt 0.17 0.39 -0.64
C 0.36 -2.04 3.52
Sb -0.39 -0.57 2.11
C 1.04 -1.07 0.56
C 2.50 -0.80 0.70
C 3.31 -0.76 -0.44
C 4.67 -0.60 -0.30
C 5.20 -0.47 0.98
C 4.33 -0.51 2.05
N 3.01 -0.67 1.93
Si 0.90 -2.91 0.02
C -0.86 -3.51 0.25
C 1.56 -3.16 -1.71
C 2.04 -3.93 1.10
C 0.23 1.38 2.93
C 1.43 1.92 2.21
C 2.45 2.58 2.90
C 3.52 3.13 2.24
C 3.58 3.02 0.86
C 2.55 2.37 0.23
N 1.49 1.84 0.87
Si -1.23 2.62 2.62
C -0.48 4.34 2.65
C -2.61 2.51 3.88
C -2.16 2.40 1.00
Si 0.48 1.18 4.83
C 2.07 0.24 5.15
C 0.57 2.81 5.77
C -0.99 0.27 5.58
H 0.03 -3.01 3.16
H -0.08 -1.85 4.49
H 1.44 -1.98 3.54
H 2.86 -0.88 -1.42
H 5.32 -0.57 -1.17
H 6.26 -0.35 1.15
H 4.70 -0.42 3.07
H -1.60 -2.87 -0.23
H -1.13 -3.58 1.31
H -0.95 -4.51 -0.18
H 1.32 -2.37 -2.41
H 1.16 -4.09 -2.11
H 2.65 -3.26 -1.66
H 1.75 -4.01 2.15
H 3.06 -3.55 1.07
H 2.06 -4.94 0.69
H 2.41 2.65 3.98
H 4.31 3.63 2.80
H 4.41 3.42 0.28
H 2.58 2.24 -0.84
H 0.04 4.55 3.59
H -1.27 5.09 2.54
H 0.24 4.49 1.84
H -2.34 2.73 4.91
H -3.08 1.52 3.86
H -3.36 3.23 3.58
H -1.55 2.13 0.14
H -2.67 3.34 0.78
H -2.93 1.64 1.11
H 2.60 0.01 4.23
H 1.87 -0.71 5.66
H 2.74 0.82 5.80
H 1.45 3.42 5.56
H 0.62 2.55 6.83
H -0.31 3.44 5.64
H -1.66 -0.22 4.86
H -1.60 0.95 6.17
H -0.64 -0.51 6.27
C -2.24 1.28 -3.07
Ge -1.53 -0.36 -2.26
C -3.17 -1.13 -1.51
C -3.52 -1.14 -0.16
C -4.77 -1.61 0.24
C -5.68 -2.06 -0.69
C -5.35 -2.05 -2.04
C -4.10 -1.59 -2.44
C -0.79 -1.41 -3.75
C -0.14 -0.66 -4.70
C 0.52 -1.25 -5.80
C 0.52 -2.60 -5.95
C -0.16 -3.42 -5.02
C -0.17 -4.83 -5.17
C -0.83 -5.63 -4.28
C -1.52 -5.05 -3.20
C -1.52 -3.69 -3.03
C -0.84 -2.83 -3.92
H -3.08 0.99 -3.70
H -1.52 1.83 -3.66
H -2.61 1.94 -2.29
H -2.82 -0.80 0.58
H -5.02 -1.61 1.30
H -6.65 -2.42 -0.38
H -6.05 -2.40 -2.78
H -3.85 -1.59 -3.50
H -0.14 0.42 -4.63
H 1.03 -0.62 -6.53
H 1.03 -3.07 -6.78
H 0.35 -5.26 -6.02
H -0.83 -6.70 -4.41
H -2.05 -5.68 -2.50
H -2.06 -3.27 -2.19
N -1.74 4.53 -4.45
H -1.69 3.93 -5.27
H -1.47 5.46 -4.76
H -2.72 4.57 -4.20
N 0.72 4.22 -2.27
C 1.46 3.52 -3.20
C 1.24 2.21 -2.93
N 0.39 2.11 -1.85
C 0.09 3.34 -1.49
H 0.64 5.22 -2.21
H 2.06 4.01 -3.95
H 1.65 1.34 -3.41
H -0.56 3.62 -0.68
*
```